{
  "formula": "C16H52N8O16",
  "method": "ωB97M-V/def2-TZVPD",
  "gap_ha": 0.3351,
  "lumo_ha": -0.0057,
  "total_energy_ha": -2282.672980,
  "charge": 0,
  "max_force_ha_per_bohr": 0.126,
  "homo_energy_ha": -0.341,
  "species": ["O", "O", "O", "O", "O", "O", "O", "O", "O", "O", "O", "O", "O", "O", "O", "O", "N", "N", "N", "N", "N", "N", "N", "N", "C", "C", "C", "C", "C", "C", "C", "C", "C", "C", "C", "C", "C", "C", "C", "C", "H", "H", "H", "H", "H", "H", "H", "H", "H", "H", "H", "H", "H", "H", "H", "H", "H", "H", "H", "H", "H", "H", "H", "H", "H", "H", "H", "H", "H", "H", "H", "H", "H", "H", "H", "H", "H", "H", "H", "H", "H", "H", "H", "H", "H", "H", "H", "H", "H", "H", "H", "H"],
  "xyz": [[-1.1407, -0.9089, -5.3957], [0.9725, 1.5920, 5.0257], [2.3899, -2.4327, 2.5427], [-1.5221, -3.7869, 3.1613], [-4.2770, 4.3143, -2.6138], [-1.1588, 3.5302, 2.3554], [-0.1974, 1.3347, -0.2244], [-1.4671, 6.2844, 3.2764], [-1.6463, 5.0043, -3.5901], [2.2942, -5.3600, 4.8310], [1.1822, 4.5912, -1.0719], [2.1619, -0.9448, -2.8641], [0.3547, -1.3429, -0.7681], [-0.8009, -3.9385, -4.6718], [-0.0516, 0.8084, -3.2975], [-0.8139, -3.9179, -0.7725], [-2.8451, -3.0391, 1.5555], [2.5321, 5.2452, 0.5828], [2.1687, 3.0985, 0.2870], [0.1050, -5.5601, -2.0637], [2.3523, 0.4422, 3.7353], [-2.2359, -1.6685, 3.0715], [0.4070, -0.3441, 4.0931], [0.1221, -5.7553, -0.0221], [1.9626, 4.3233, -0.1554], [2.8882, -4.3891, 4.0268], [1.1935, 0.6721, 4.3156], [2.2094, 0.4385, -2.5831], [1.2537, 1.3088, -3.3015], [-2.2819, 5.6998, 2.3179], [-2.1950, -2.9274, 2.6354], [-1.5328, 4.6500, 1.5870], [0.0400, -2.8486, -4.3390], [-0.7148, 0.2121, 0.5235], [-1.7819, 4.2213, -2.4516], [0.0557, -1.7548, -5.4027], [1.8592, -3.4342, 3.3984], [-3.1464, 3.4636, -2.3762], [-0.2679, -5.0040, -0.9692], [0.2758, -0.9753, 0.5737], [-0.0554, -1.8280, 1.1664], [-3.4247, -2.2921, 1.2005], [0.0187, -5.4651, 0.9397], [3.5612, -4.8137, 3.2820], [-2.8688, -3.9878, 1.2099], [1.5244, 2.4081, -0.0711], [-1.5145, 5.6352, 3.9820], [-0.1210, 1.1560, -1.1645], [-0.6895, 5.1802, 1.1444], [-0.4782, -0.4661, 4.5639], [-1.8449, -1.3140, 3.9327], [0.5097, -6.6422, -0.3106], [1.6231, 1.3621, -4.3256], [-0.9097, 3.5691, -2.4072], [0.1421, -2.3214, -6.3299], [1.6401, -1.4413, -2.2295], [-0.2381, -2.0957, -0.8274], [1.3184, 2.2806, -2.8123], [2.2359, 6.2013, 0.4476], [-2.6394, 6.3440, 1.5146], [-0.7105, 5.1940, -3.6902], [-0.0742, -0.0477, -3.7313], [-0.1172, -5.0931, -2.9312], [0.5597, -6.4605, -2.0133], [-0.7747, 2.8810, 1.7615], [2.9277, 2.8896, 0.9198], [2.7412, -2.8379, 1.7464], [3.0562, 1.1182, 3.9952], [1.2138, -0.6141, 0.9954], [3.0560, 4.9352, 1.3888], [3.5916, -3.8212, 4.6358], [-1.7155, 4.9629, -1.6555], [-1.8313, -1.4427, -4.9961], [1.2204, -3.0085, 4.1723], [-3.1338, 5.2607, 2.8371], [-2.9252, -1.0649, 2.6467], [3.1882, 0.8342, -2.8543], [0.7998, -0.9764, 3.4105], [-1.5883, 0.0358, -0.1042], [-0.1848, -2.4596, -3.3460], [-3.1679, 2.6485, -3.0996], [0.9798, -1.1866, -5.2972], [2.0507, 0.6153, -1.5193], [-4.1901, 4.8629, -3.3968], [1.7444, -5.8708, 4.2323], [1.1590, -4.0938, 2.8859], [-0.9859, 0.6724, 1.4736], [-3.2442, 3.0244, -1.3834], [-1.7280, -3.7484, -4.8329], [0.9984, -3.3679, -4.3338], [2.6215, -0.5102, 3.5335], [-2.0298, 4.2977, 0.6831]],
  "lowdin_charge": [-0.05, 0.08, -0.08, 0.03, -0.08, -0.05, -0.11, -0.04, -0.06, -0.03, 0.00, -0.06, -0.09, -0.08, -0.05, 0.02, 0.19, 0.17, 0.18, 0.19, 0.16, 0.17, 0.18, 0.18, -0.75, -0.27, -0.80, -0.26, -0.26, -0.28, -0.80, -0.27, -0.25, -0.18, -0.26, -0.20, -0.24, -0.21, -0.76, -0.21, 0.10, 0.13, 0.12, 0.12, 0.13, 0.07, 0.09, 0.04, 0.11, 0.10, 0.09, 0.12, 0.12, 0.09, 0.12, 0.05, 0.04, 0.12, 0.12, 0.13, 0.09, 0.04, 0.09, 0.12, 0.05, 0.11, 0.10, 0.12, 0.11, 0.11, 0.12, 0.10, 0.08, 0.12, 0.12, 0.11, 0.13, 0.06, 0.12, 0.11, 0.11, 0.11, 0.10, 0.08, 0.09, 0.09, 0.10, 0.11, 0.09, 0.13, 0.08, 0.11]
}

***

{
  "formula": "C16H52O16",
  "method": "ωB97M-V/def2-TZVPD",
  "gap_ha": 0.3665,
  "lumo_ha": 0.0161,
  "total_energy_ha": -1844.462272,
  "charge": 0,
  "max_force_ha_per_bohr": 0.052,
  "homo_energy_ha": -0.350,
  "species": ["O", "O", "O", "O", "O", "O", "O", "O", "O", "O", "O", "O", "O", "O", "O", "O", "C", "C", "C", "C", "C", "C", "C", "C", "C", "C", "C", "C", "C", "C", "C", "C", "H", "H", "H", "H", "H", "H", "H", "H", "H", "H", "H", "H", "H", "H", "H", "H", "H", "H", "H", "H", "H", "H", "H", "H", "H", "H", "H", "H", "H", "H", "H", "H", "H", "H", "H", "H", "H", "H", "H", "H", "H", "H", "H", "H", "H", "H", "H", "H", "H", "H", "H", "H"],
  "xyz": [[10.0618, 6.6493, 9.8306], [11.1427, 10.5332, 10.0787], [9.8054, 7.7132, 12.3692], [8.7608, 10.6128, 9.5193], [5.4907, 15.0480, 9.5736], [9.9577, 13.0307, 8.5615], [12.1476, 12.2801, 12.4501], [16.1061, 6.4534, 7.2565], [5.7955, 13.6912, 12.3716], [10.7617, 9.3393, 5.6661], [13.6285, 9.0966, 6.8150], [10.8542, 6.9071, 7.1308], [9.9739, 13.7486, 11.0875], [14.0625, 11.6925, 5.3972], [11.4718, 9.6771, 13.4519], [13.0257, 9.4009, 11.2570], [10.1913, 5.8526, 11.0122], [14.7971, 6.9890, 7.0676], [6.2177, 14.9921, 11.9348], [7.3988, 10.3401, 9.8423], [11.9937, 10.6363, 14.3250], [14.1351, 8.9758, 10.6021], [10.7645, 6.6534, 12.2126], [6.5554, 15.0925, 10.4537], [11.2021, 12.3510, 8.3301], [9.6120, 7.4592, 6.7375], [14.5432, 13.0296, 5.6960], [12.8358, 11.5936, 13.5160], [9.8761, 8.2401, 5.4985], [11.0540, 14.8129, 11.1261], [11.3889, 10.8654, 8.6682], [14.8692, 8.4548, 6.5903], [14.8595, 8.8432, 11.3515], [11.0635, 11.1999, 14.7637], [8.9818, 8.7116, 5.0742], [15.1554, 8.3311, 5.5263], [13.8167, 9.9837, 6.5445], [16.4951, 6.9562, 7.9791], [15.3761, 12.9450, 6.4103], [10.1773, 10.3596, 10.0643], [7.1320, 10.8531, 10.7945], [4.8963, 13.5183, 12.0435], [10.8748, 5.0388, 10.7503], [6.6835, 10.6654, 9.1093], [14.7737, 11.2609, 4.9240], [7.1098, 15.3005, 12.5684], [14.4902, 9.6498, 9.8598], [7.1147, 16.0872, 10.2871], [8.8705, 11.5370, 9.2525], [12.4101, 10.5544, 8.4766], [7.1293, 14.1847, 10.2119], [10.1413, 13.1239, 11.8098], [11.7542, 11.6286, 11.8138], [11.0872, 15.3114, 10.1807], [8.8359, 6.6628, 6.6416], [10.9036, 15.5782, 11.9294], [12.0406, 14.3679, 11.3035], [13.6300, 13.5015, 6.1383], [11.6274, 9.0463, 5.9936], [10.7508, 10.2876, 7.9751], [14.2257, 6.9282, 7.9736], [13.9242, 7.9548, 10.2113], [10.7567, 6.7608, 8.0879], [10.2945, 7.4890, 4.7495], [11.2952, 12.4052, 7.2180], [7.3645, 9.2865, 10.0153], [14.9086, 13.5565, 4.8205], [9.2643, 8.1439, 7.5180], [4.7128, 15.4249, 10.0309], [15.6704, 9.0213, 7.0443], [13.2737, 12.2808, 14.2826], [11.7522, 7.0955, 12.0553], [10.1871, 8.4591, 12.8595], [12.4579, 10.1356, 15.1889], [9.9418, 13.4001, 9.4976], [12.0361, 9.6437, 12.6519], [12.2641, 9.7047, 10.6856], [10.8538, 5.9605, 13.0807], [9.2404, 5.3839, 11.2547], [5.4393, 15.7944, 12.1729], [14.3157, 6.3805, 6.3141], [9.7092, 7.5196, 10.1293], [11.9822, 12.9706, 8.8266], [13.6392, 11.1364, 12.9850]],
  "lowdin_charge": [-0.10, -0.11, -0.09, -0.14, -0.07, -0.11, -0.09, -0.07, -0.08, -0.08, -0.07, -0.08, -0.15, -0.14, -0.11, -0.16, -0.21, -0.23, -0.26, -0.08, -0.23, -0.15, -0.20, -0.30, -0.20, -0.27, -0.11, -0.22, -0.26, -0.06, -0.15, -0.23, 0.07, 0.15, 0.12, 0.13, 0.03, 0.08, 0.08, 0.04, 0.09, 0.09, 0.12, 0.08, 0.07, 0.13, 0.07, 0.14, 0.07, 0.10, 0.11, 0.08, 0.07, 0.07, 0.13, 0.09, 0.07, 0.09, 0.05, 0.11, 0.10, 0.09, 0.04, 0.14, 0.13, 0.07, 0.07, 0.11, 0.10, 0.11, 0.13, 0.11, 0.05, 0.12, 0.03, 0.04, 0.04, 0.12, 0.11, 0.13, 0.12, 0.09, 0.12, 0.10]
}

***

Ordered energy relative to the best compared isomer or geometry (same formula, charge and spin) results: 78.3; 2.6; unit kcal/mol.